(1)
# C3H7O

A gas-phase ion, C3H7O (charge -1) (ωB97M-V/def2-TZVPD, the Open Molecules 2025 dataset).

The orbital gap comes out at 0.23903 Eh. Its total charge is -1. The energy above the lowest of the compared OMol25 structures with the same formula, charge and spin comes out at 0.404 eV. The LUMO energy comes out at 4.50 eV. Its molecular weight is 59.09 g mol⁻¹. Its SMILES is CCC[O-]. The spin multiplicity is 1.

Structure (XYZ):
```
11
Properties=species:S:1:pos:R:3:forces:R:3:mulliken_charge:R:1
H 1.207 1.232 0.131 -0.1 0.1 0.0 0.139
H -1.956 0.332 -0.892 0.0 0.0 0.0 0.294
O 2.434 -0.420 -0.003 0.2 -0.2 0.0 -0.868
H 0.984 0.015 1.415 0.0 0.1 0.1 0.145
C 1.267 0.119 0.324 -0.1 0.0 -0.2 -0.464
H -1.041 1.249 0.308 -0.1 0.0 0.1 0.288
H -0.017 -1.533 -0.095 0.0 0.1 -0.2 0.226
C 0.026 -0.481 -0.410 0.0 -0.2 0.5 -0.360
C -1.278 0.238 -0.037 0.0 -0.1 -0.3 -0.950
H 0.211 -0.472 -1.486 0.0 0.1 0.0 0.299
H -1.835 -0.279 0.747 0.1 0.1 0.1 0.249
```
Positions in Å, forces in eV/Å.

---

(2)
# C3H7O

A gas-phase ion, C3H7O (charge -1) in a non-equilibrium geometry (ωB97M-V/def2-TZVPD, the Open Molecules 2025 dataset).

The orbital gap comes out at 0.24871 Eh. Its total charge is -1. The energy above the lowest of the compared OMol25 structures with the same formula, charge and spin comes out at 1.142 eV. The LUMO energy comes out at 4.72 eV. Its molecular weight is 59.09 g mol⁻¹. Its SMILES is CCC[O-]. The spin multiplicity is 1.

Structure (XYZ):
```
11
Properties=species:S:1:pos:R:3:forces:R:3:mulliken_charge:R:1
C 0.438 -0.080 -0.502 0.0 0.9 1.4 -0.423
H 1.504 -0.205 -0.272 -0.1 -0.8 -0.1 0.215
H 1.042 2.047 0.173 -0.9 -1.1 -0.4 0.184
H -1.512 -1.293 -0.073 0.4 1.2 0.1 0.270
C 0.130 1.303 0.263 -1.1 0.5 -0.6 -0.376
H -0.379 -1.285 1.265 0.6 0.0 -0.9 0.242
H -0.698 1.740 -0.470 0.7 0.1 0.9 0.092
O -0.273 1.154 1.529 0.3 0.0 -0.5 -0.849
H 0.372 0.098 -1.610 -0.3 -0.6 0.9 0.295
C -0.423 -1.238 0.158 -0.1 -1.7 -2.6 -0.914
H -0.202 -2.241 -0.460 0.4 1.5 1.8 0.263
```
Positions in Å, forces in eV/Å.